This record from the Open Molecules 2025 dataset describes an isolated molecule of C3H2IN in a non-equilibrium geometry. The level of theory is ωB97M-V with the def2-TZVPD basis set.

CARTESIAN COORDINATES (ANGSTROEM)
C  -0.374  -1.532  -0.054
C  0.842  0.801  0.044
C  -0.263  0.007  0.040
N  -0.632  -2.641  0.023
I  -2.130  0.883  0.025
H  0.751  1.973  -0.150
H  1.807  0.510  0.072

spin multiplicity = 1
ΔE to the lowest compared entry with this formula, charge and spin = 39.8 kJ/mol
LUMO energy = -0.003 Eh
F_max = 0.096 hartree/bohr
total charge = 0
SMILES string = C=C(I)C#N
Kohn-Sham gap = 9.67 eV
energy = -467.89481 Eh



This record from the Open Molecules 2025 dataset describes a 2-piece molecular cluster, C3H2IN overall in a non-equilibrium geometry. The level of theory is ωB97M-V with the def2-TZVPD basis set.

CARTESIAN COORDINATES (ANGSTROEM)
C  -1.660  -0.162  -0.082
C  -0.467  -0.831  -0.072
C  1.049  0.640  0.026
N  -2.576  0.563  0.073
I  2.972  -0.047  -0.079
H  -0.197  -1.673  0.541
H  0.880  1.510  -0.406

spin multiplicity = 1
ΔE to the lowest compared entry with this formula, charge and spin = 463.0 kJ/mol
LUMO energy (alpha / beta) = -0.060 / -0.042 Eh
F_max = 0.151 hartree/bohr
total charge = 0
Kohn-Sham gap (alpha / beta) = 7.35 / 8.63 eV
energy = -467.73360 Eh



This record from the Open Molecules 2025 dataset describes C3H2IN as an isolated structure in a non-equilibrium geometry. The level of theory is ωB97M-V with the def2-TZVPD basis set.

CARTESIAN COORDINATES (ANGSTROEM)
C  -0.689  0.899  0.024
C  1.112  -0.607  0.028
C  1.907  0.493  0.056
N  -0.173  -0.163  -0.099
I  3.900  -0.043  0.006
H  -1.380  1.741  0.246
H  1.436  -1.731  0.100

spin multiplicity = 1
ΔE to the lowest compared entry with this formula, charge and spin = 415.5 kJ/mol
LUMO energy (alpha / beta) = -0.030 / -0.030 Eh
F_max = 0.069 hartree/bohr
total charge = 0
Kohn-Sham gap (alpha / beta) = 6.99 / 6.99 eV
energy = -467.75170 Eh



This record from the Open Molecules 2025 dataset describes an isolated ion of composition C3H2IN2 and charge +1 in a non-equilibrium geometry. The level of theory is ωB97M-V with the def2-TZVPD basis set.

CARTESIAN COORDINATES (ANGSTROEM)
C  1.672  -0.521  -0.043
C  0.029  0.905  -0.081
C  -0.865  -0.197  0.092
N  1.288  0.716  -0.069
N  1.745  -1.655  0.012
I  -2.888  0.152  0.046
H  -0.508  1.925  -0.108
H  -0.474  -1.325  0.150

spin multiplicity = 1
ΔE to the lowest compared entry with this formula, charge and spin = 91.1 kJ/mol
LUMO energy (alpha / beta) = -0.329 / -0.329 Eh
F_max = 0.060 hartree/bohr
total charge = +1
Kohn-Sham gap (alpha / beta) = 6.99 / 6.99 eV
energy = -522.28038 Eh



This record from the Open Molecules 2025 dataset describes an isolated molecule of C3H2INO2 in a non-equilibrium geometry. The level of theory is ωB97M-V with the def2-TZVPD basis set.

CARTESIAN COORDINATES (ANGSTROEM)
C  0.953  -0.152  -0.393
C  0.604  -1.171  0.276
C  0.221  1.202  -0.232
N  -1.240  0.007  1.049
O  0.545  2.218  -0.630
O  -0.849  1.114  0.493
I  -2.652  -0.882  -0.193
H  1.862  -0.176  -1.120
H  0.555  -2.160  0.750

spin multiplicity = 1
ΔE to the lowest compared entry with this formula, charge and spin = 514.7 kJ/mol
LUMO energy (alpha / beta) = -0.031 / -0.034 Eh
F_max = 0.108 hartree/bohr
total charge = 0
Kohn-Sham gap (alpha / beta) = 8.20 / 7.96 eV
energy = -618.23179 Eh



This record from the Open Molecules 2025 dataset describes an isolated molecule of C3H2INO2 in a non-equilibrium geometry. The level of theory is ωB97M-V with the def2-TZVPD basis set.

CARTESIAN COORDINATES (ANGSTROEM)
C  -1.216  0.283  -0.401
C  -0.722  1.247  0.175
C  -0.232  -1.245  -0.137
N  1.323  0.107  1.072
O  -0.684  -2.233  -0.572
O  0.821  -1.002  0.531
I  2.688  0.914  -0.179
H  -1.893  0.097  -1.272
H  -0.085  1.831  0.783

spin multiplicity = 3
ΔE to the lowest compared entry with this formula, charge and spin = 449.6 kJ/mol
LUMO energy (alpha / beta) = -0.031 / -0.087 Eh
F_max = 0.145 hartree/bohr
total charge = 0
<S²> = 2.023
Kohn-Sham gap (alpha / beta) = 6.50 / 8.16 eV
energy = -618.14698 Eh



This record from the Open Molecules 2025 dataset describes an isolated molecule of C3H2INOS in a non-equilibrium geometry. The level of theory is ωB97M-V with the def2-TZVPD basis set.

CARTESIAN COORDINATES (ANGSTROEM)
C  -0.426  -0.502  -0.076
C  -1.527  0.173  0.005
C  -1.249  2.804  0.034
N  -1.417  1.624  0.221
O  -0.991  3.932  -0.037
S  1.250  -0.111  0.008
I  -3.513  -0.348  -0.021
H  -0.548  -1.598  -0.452
H  1.403  1.268  -0.255

spin multiplicity = 3
ΔE to the lowest compared entry with this formula, charge and spin = 118.4 kJ/mol
LUMO energy (alpha / beta) = 0.004 / -0.109 Eh
F_max = 0.247 hartree/bohr
total charge = 0
<S²> = 2.011
Kohn-Sham gap (alpha / beta) = 5.44 / 7.08 eV
energy = -941.20205 Eh



This record from the Open Molecules 2025 dataset describes C3H2Li2O3Pt as an isolated structure in a non-equilibrium geometry. The level of theory is ωB97M-V with the def2-TZVPD basis set.

CARTESIAN COORDINATES (ANGSTROEM)
C  1.305  0.993  0.489
C  0.335  0.070  -0.275
O  2.153  1.664  -0.100
H  1.132  1.005  1.566
H  0.113  0.129  -1.343
Li  3.737  1.164  -0.672
Li  1.489  3.293  -0.402
O  -0.269  -0.857  0.479
C  -1.437  -1.396  0.097
O  -2.226  -1.524  -0.724
Pt  -3.005  -0.983  0.693

spin multiplicity = 3
ΔE to the lowest compared entry with this formula, charge and spin = 80.5 kJ/mol
LUMO energy (alpha / beta) = -0.298 / -0.367 Eh
F_max = 0.368 hartree/bohr
total charge = +2
<S²> = 2.015
Kohn-Sham gap (alpha / beta) = 5.10 / 5.67 eV
energy = -474.71203 Eh



This record from the Open Molecules 2025 dataset describes C3H2Li2O3Sc as an isolated structure in a non-equilibrium geometry. The level of theory is ωB97M-V with the def2-TZVPD basis set.

CARTESIAN COORDINATES (ANGSTROEM)
C  1.651  0.337  0.017
C  0.488  1.006  -0.167
O  2.666  -0.216  0.187
H  0.357  1.413  -1.163
H  0.300  1.799  0.547
Sc  1.399  -2.782  2.180
Li  3.448  -1.776  1.088
O  -1.592  0.182  -0.042
C  -2.152  -0.404  -0.939
O  -2.956  -0.281  -1.769
Li  -3.608  0.722  0.062

spin multiplicity = 2
ΔE to the lowest compared entry with this formula, charge and spin = 109.6 kJ/mol
LUMO energy (alpha / beta) = -0.332 / -0.332 Eh
F_max = 0.101 hartree/bohr
total charge = +2
<S²> = 0.752
Kohn-Sham gap (alpha / beta) = 4.43 / 4.22 eV
energy = -1116.25805 Eh



This record from the Open Molecules 2025 dataset describes C3H2N2 as an isolated structure in a non-equilibrium geometry. The level of theory is ωB97M-V with the def2-TZVPD basis set.

CARTESIAN COORDINATES (ANGSTROEM)
C  0.369  0.157  0.918
C  0.869  -1.022  0.976
C  -0.225  1.123  0.217
N  0.304  -2.070  -0.609
N  -0.357  -1.596  -1.366
H  -1.314  1.424  0.226
H  0.352  1.983  -0.362

spin multiplicity = 1
ΔE to the lowest compared entry with this formula, charge and spin = 442.0 kJ/mol
LUMO energy = -0.062 Eh
F_max = 0.080 hartree/bohr
total charge = 0
Kohn-Sham gap = 8.08 eV
energy = -224.82883 Eh



This record from the Open Molecules 2025 dataset describes a 2-piece molecular cluster, C3H2N2 overall in a non-equilibrium geometry. The level of theory is ωB97M-V with the def2-TZVPD basis set.

CARTESIAN COORDINATES (ANGSTROEM)
C  0.323  0.137  0.444
C  1.146  0.080  -0.475
C  -0.429  0.392  1.509
N  0.123  -1.226  -3.126
N  0.139  -0.709  -2.156
H  -1.055  1.327  1.413
H  -0.249  -0.001  2.391

spin multiplicity = 1
ΔE to the lowest compared entry with this formula, charge and spin = 390.9 kJ/mol
LUMO energy (alpha / beta) = -0.047 / -0.047 Eh
F_max = 0.123 hartree/bohr
total charge = 0
Kohn-Sham gap (alpha / beta) = 8.56 / 8.56 eV
energy = -224.84829 Eh



This record from the Open Molecules 2025 dataset describes an isolated molecule of C3H2N2 in a non-equilibrium geometry. The level of theory is ωB97M-V with the def2-TZVPD basis set.

CARTESIAN COORDINATES (ANGSTROEM)
C  -1.377  -0.562  0.239
C  1.481  0.880  0.161
C  -0.074  -0.769  -0.271
N  1.031  -0.206  -0.047
N  -1.018  0.619  -0.002
H  -2.072  -1.333  0.540
H  2.028  1.371  -0.619

spin multiplicity = 1
ΔE to the lowest compared entry with this formula, charge and spin = 633.5 kJ/mol
LUMO energy = 0.017 Eh
F_max = 0.073 hartree/bohr
total charge = 0
Kohn-Sham gap = 8.67 eV
energy = -224.75588 Eh



> Which of these has the highest F_max?

C3H2Li2O3Pt



> Number 10 is which compound?

C3H2N2